No. 1
Computed, not measured: a 2-piece molecular cluster, C10H13O3 overall in a non-equilibrium geometry, with the ωB97M-V functional and the def2-TZVPD basis.

The energy above the lowest of the compared OMol25 structures with the same formula, charge and spin comes out at 61.4 kcal/mol. The HOMO energy is -3.60 eV. The total charge is -1. The LUMO energy is 3.5417 eV. Its electronic energy is -16723.121 eV.

```
26
C10H13O3 | the OMol25 dataset | the ωB97M-V functional and the def2-TZVPD basis
C 0.199 -1.214 -2.116
C 1.037 -2.090 -1.156
C -1.295 -1.380 -1.830
O -2.134 -0.986 -2.590
O -1.616 -2.109 -0.735
H 0.494 -0.228 -1.825
H 0.275 -1.322 -3.152
H 0.432 -1.772 -0.289
H 2.009 -1.818 -1.130
H 1.002 -3.104 -1.476
C 2.586 2.969 0.862
C 0.377 0.300 2.308
C 1.392 1.224 2.083
C -0.648 0.134 1.368
C 1.482 1.911 0.879
C -0.642 0.957 0.183
C 0.509 1.703 -0.054
O -1.559 -0.766 1.592
H 0.530 -0.343 3.085
H 2.115 1.422 2.866
H -1.834 -1.571 0.197
H -1.433 0.771 -0.648
H 3.582 2.433 0.839
H 2.413 3.862 1.618
H 0.506 1.952 -1.281
H 2.391 3.525 -0.108
```

These are the Mulliken partial charges, in e, on atoms 1 to 8: 0.066, -1.006, 0.415, -0.628, -0.595, -0.221, 0.484, 0.168



No. 2
Computed, not measured: C26H30F5N7O2PdS as an isolated structure, with the ωB97M-V functional and the def2-TZVPD basis.

The HOMO energy (spin up / spin down) is -13.13 / -13.13 eV. The total charge is +2. The LUMO energy (spin up / spin down) is -8.9269 / -8.9301 eV. Its electronic energy is -69853.749 eV.

```
72
C26H30F5N7O2PdS | the OMol25 dataset | the ωB97M-V functional and the def2-TZVPD basis
Pd 0.017 0.276 -0.261
C 3.867 -1.939 0.451
N 3.371 -0.680 -0.109
C 3.113 -0.682 -1.552
C 2.911 0.307 0.649
N 1.854 1.037 0.183
C 1.817 2.404 0.282
C 2.914 3.297 0.309
C 2.831 4.707 0.125
C 1.665 5.340 -0.147
C 0.417 4.548 -0.062
C -0.500 5.151 0.976
C -1.674 4.591 1.288
C -2.261 3.332 0.854
C -1.823 2.449 -0.048
N -2.191 1.192 -0.345
C -3.265 0.860 -1.067
N -3.989 1.742 -1.787
C -5.448 1.670 -1.853
C -3.400 2.932 -2.386
N -3.629 -0.431 -1.041
C -4.342 -1.068 -2.150
C -2.947 -1.310 -0.106
C 0.664 3.118 0.093
N 3.452 0.594 1.838
C 4.843 0.295 2.180
C 2.678 1.228 2.902
H 3.241 -2.747 0.069
H 3.783 -1.933 1.533
H 4.900 -2.119 0.156
H 3.751 -1.441 -1.999
H 3.367 0.282 -1.985
H 2.075 -0.921 -1.776
H 3.912 2.873 0.361
H 3.755 5.268 0.165
H 1.611 6.417 -0.243
H -0.216 6.098 1.409
H -2.288 5.145 1.989
H -3.171 3.037 1.361
H -5.821 0.897 -1.187
H -5.796 1.473 -2.868
H -5.857 2.628 -1.527
H -2.341 2.775 -2.578
H -3.545 3.823 -1.772
H -3.880 3.096 -3.351
H -4.398 -0.395 -2.999
H -5.347 -1.369 -1.857
H -3.786 -1.953 -2.456
H -3.124 -1.014 0.927
H -1.866 -1.253 -0.275
H -3.287 -2.330 -0.259
H 5.405 0.032 1.289
H 4.908 -0.515 2.906
H 5.284 1.188 2.624
H 1.614 1.126 2.708
H 2.942 2.284 3.012
H 2.905 0.724 3.840
O -0.355 4.169 -1.270
N -0.459 2.752 -0.758
O -0.153 1.870 -1.663
F 0.438 -6.678 -0.615
C 0.393 -5.430 -0.182
C 0.209 -4.388 -1.073
F 0.072 -4.629 -2.372
C 0.162 -3.086 -0.605
F -0.030 -2.107 -1.526
C 0.290 -2.770 0.739
S 0.270 -1.152 1.453
C 0.473 -3.842 1.611
F 0.616 -3.596 2.913
C 0.526 -5.151 1.171
F 0.703 -6.137 2.034
```

These are the Mulliken partial charges, in e, on atoms 1 to 8: 0.265, -1.309, 0.227, -0.881, 0.204, 0.531, 0.219, -0.069